(1)
ORCA calculation (ωB97M-V/def2-TZVPD) on one molecule with the formula C5H8O.

The value obtained for the molar mass is 84.118 g mol⁻¹. The value obtained for the highest occupied orbital energy (alpha / beta) is -7.27 / -7.26 eV. Its lowest unoccupied orbital energy (alpha / beta) is -0.019 / -0.021 eV. For the energy above the lowest of the compared OMol25 structures with the same formula, charge and spin, the calculation gives 123.6 kcal/mol. Its frontier orbital gap (alpha / beta) is 7.246 / 7.243 eV.

Positions of all 14 atoms, in Å:
O (0.6941, 0.1391, 1.0278)
C (-0.7840, -0.1774, -0.8445)
C (-0.4853, 0.5085, 0.2414)
C (0.2149, -1.3079, -1.3035)
C (1.2125, -1.3190, -0.2679)
C (-1.2341, 1.6436, 0.8740)
H (-0.3508, -2.2404, -1.3651)
H (2.1854, -0.8590, -0.4140)
H (1.2993, 0.9026, 1.0686)
H (-2.1171, 1.8695, 0.2753)
H (-0.6221, 2.5553, 0.9344)
H (-1.5504, 1.3939, 1.8939)
H (1.1492, -2.0199, 0.5571)
H (0.6000, -1.0399, -2.2898)

(2)
ORCA calculation (ωB97M-V/def2-TZVPD) on a 3-piece molecular cluster, C5H8O overall.

The value obtained for the molar mass is 84.118 g mol⁻¹. The value obtained for the highest occupied orbital energy is -9.62 eV. Its lowest unoccupied orbital energy is 0.854 eV. For the energy above the lowest of the compared OMol25 structures with the same formula, charge and spin, the calculation gives 133.0 kcal/mol. Its frontier orbital gap is 10.470 eV.

Positions of all 14 atoms, in Å:
O (-1.1447, 0.6037, 1.6532)
C (2.2286, 0.3292, -0.4456)
C (1.5483, -0.7686, 0.0139)
C (0.3750, -1.1844, 0.0100)
C (-0.8238, -0.6483, -0.4132)
C (-1.7877, -0.0577, 0.5964)
H (2.8325, 0.2506, -1.3489)
H (0.8296, 0.9273, -1.0006)
H (-0.3997, 0.0510, 1.9301)
H (-0.0502, 0.6433, -1.0007)
H (-2.4236, 0.6792, 0.0964)
H (2.5607, 1.0936, 0.2561)
H (-1.2960, -1.0566, -1.3096)
H (-2.4490, -0.8622, 0.9623)